ORCA calculation (ωB97M-V/def2-TZVPD) on 6 unconnected molecules or ions with the total composition C22H60N8O8 in a non-equilibrium geometry.

```
! wB97M-V def2-TZVPD RIJCOSX def2/J DEFGRID3
* xyz -1 2
O -3.3372 1.6500 14.4851
O -2.5458 2.8800 18.7666
O -3.0941 -2.7877 17.4551
O 2.1492 0.4117 16.4475
O 3.6916 -3.9989 16.0064
O 0.9260 4.3382 12.3139
O 0.8968 -0.4761 10.8247
O -0.3196 -1.8372 14.7773
N 0.4998 2.0866 9.2189
N -1.1553 0.1058 13.8877
N 4.4453 -2.1328 16.9341
N -2.3148 -0.9356 15.2946
N 1.9068 0.1349 13.5591
N -1.5155 3.3327 15.9659
N -2.7769 -1.0254 20.7557
N 2.5233 -2.1527 16.0598
C -3.0568 2.8088 20.0542
C -2.7985 2.8605 13.9692
C 2.2368 1.5267 15.5658
C -2.8376 -2.7510 18.8575
C 2.8692 1.0509 14.2482
C 1.5260 0.7087 17.7335
C 0.8850 3.2422 10.0543
C 1.6628 -1.2999 11.6931
C 0.3874 -1.1056 9.6512
C 0.3367 3.3104 11.5141
C -1.4175 -0.6659 18.9140
C -2.7980 -4.0383 16.8637
C -2.7702 -1.2423 19.2859
C 3.5975 -2.8240 16.2809
C -1.1732 4.1264 17.1994
C -1.2013 -0.9649 14.5970
C 0.4545 4.2852 13.6367
C 0.5363 4.4831 9.3746
C 2.6684 -0.6771 12.5465
C -4.7182 1.6462 14.5717
C -2.6441 3.8408 15.1778
C -2.2111 4.1802 18.3364
H -0.1804 3.7974 17.5066
H -2.9544 -0.1547 15.2611
H 0.5890 2.3667 11.9978
H -0.7528 3.3356 11.4916
H 1.9743 3.2127 10.0774
H -3.7823 1.9963 20.0938
H -1.8716 0.8042 14.0265
H -1.2258 -0.6926 17.8413
H -3.0866 -4.9063 17.4564
H 1.2039 -1.1264 8.9295
H 0.9683 -1.8652 12.3146
H -1.4985 0.3917 19.1650
H 3.1807 -1.4351 13.1389
H 2.4906 -1.1562 16.2209
H -5.1179 1.5048 13.5675
H 2.7886 2.3020 16.0975
H -1.9202 -3.2285 19.2016
H 1.2103 4.6633 14.3251
H 1.4162 -0.2339 18.2697
H -1.9466 2.4962 16.3326
H 5.2191 -2.6089 17.3753
H -1.9412 4.8158 19.1798
H 0.3183 3.2544 13.9639
H -0.6415 -1.0634 19.5682
H 0.7326 4.5084 8.3027
H 2.0102 -2.1438 11.0970
H -1.0849 5.1547 16.8491
H -2.4428 4.8768 14.9053
H 1.1151 5.3015 9.8026
H 4.2290 -1.2384 17.3505
H -0.4718 0.3116 13.1732
H -5.1468 2.5860 14.9197
H -3.5525 -1.5740 21.0986
H 1.7686 -2.5804 15.5425
H -1.7280 -4.0413 16.6560
H -5.0788 0.7837 15.1323
H -2.3260 2.3913 20.7468
H -0.5040 4.7564 9.5516
H -3.6129 -0.7570 18.7934
H -3.0537 4.7257 17.9116
H 2.0533 1.4835 18.2900
H -3.3531 -4.1242 15.9296
H -1.9400 2.6944 13.3185
H -3.5289 3.7270 15.8040
H -0.4810 4.8275 13.7736
H -0.5180 -0.5931 9.3262
H 1.4654 -0.4465 14.2571
H -3.6428 -3.2139 19.4281
H 3.0948 1.9678 13.7038
H 1.2225 1.8998 15.4244
H 0.7542 1.2134 9.6582
H 3.8502 0.6118 14.4299
H 0.1132 -2.1422 9.8470
H -3.5632 3.2037 13.2724
H -3.4113 3.6797 20.6053
H -2.5098 -1.7352 15.8801
H -3.1771 -0.1162 20.9385
H 0.5152 0.9922 17.4402
H -0.4995 1.9600 9.1456
H 3.3483 -0.0485 11.9714
*
```

frontier orbital gap (alpha / beta) = 0.072 / 0.342 hartree
⟨S²⟩ = 0.7504
E_tot = -52083.33591 eV
LUMO energy (alpha / beta) = 2.543 / 2.493 eV

Mulliken analysis output, partial charges in e: number 1, O, carries 2.013; number 2, O, carries 1.447; number 3, O, carries -0.293; number 4, O, carries -0.599; number 5, O, carries -0.769; number 6, O, carries -0.370; number 7, O, carries -0.202; number 8, O, carries -0.708; number 9, N, carries -0.733; number 10, N, carries 0.607; number 11, N, carries -0.312; number 12, N, carries 0.067; number 13, N, carries 0.874; number 14, N, carries 1.220; number 15, N, carries -0.701; number 16, N, carries -0.061; number 17, C, carries -2.625; number 18, C, carries -0.410; number 19, C, carries -0.038; number 20, C, carries -0.807; number 21, C, carries -1.242; number 22, C, carries -0.543; number 23, C, carries 0.494; number 24, C, carries -0.807; number 25, C, carries -1.122; number 26, C, carries 0.366; number 27, C, carries -0.768; number 28, C, carries -0.894; number 29, C, carries 0.268; number 30, C, carries 0.544; number 31, C, carries -0.900; number 32, C, carries 0.589; number 33, C, carries -0.045; number 34, C, carries -1.674; number 35, C, carries -0.784; number 36, C, carries -3.832; number 37, C, carries -1.715; number 38, C, carries -1.378; number 39, H, carries 0.225; number 40, H, carries 0.147; number 41, H, carries -0.385; number 42, H, carries 0.184; number 43, H, carries 0.397; number 44, H, carries 0.358; number 45, H, carries -0.061; number 46, H, carries -0.155; number 47, H, carries 0.398; number 48, H, carries 0.366; number 49, H, carries 0.368; number 50, H, carries 0.263; number 51, H, carries 0.319; number 52, H, carries 0.444; number 53, H, carries 0.469; number 54, H, carries 0.532; number 55, H, carries 0.352; number 56, H, carries 0.275; number 57, H, carries 0.344; number 58, H, carries -0.136; number 59, H, carries 0.231; number 60, H, carries 0.341; number 61, H, carries -0.360; number 62, H, carries 0.115; number 63, H, carries 0.448; number 64, H, carries 0.555; number 65, H, carries 0.382; number 66, H, carries 0.828; number 67, H, carries 0.310; number 68, H, carries 0.183; number 69, H, carries 0.079; number 70, H, carries 0.415; number 71, H, carries 0.323; number 72, H, carries 0.128; number 73, H, carries 0.269; number 74, H, carries 0.148; number 75, H, carries 0.393; number 76, H, carries 0.341; number 77, H, carries 0.408; number 78, H, carries 0.431; number 79, H, carries 0.396; number 80, H, carries 0.256; number 81, H, carries -0.352; number 82, H, carries 0.129; number 83, H, carries 0.301; number 84, H, carries 0.276; number 85, H, carries -0.498; number 86, H, carries 0.402; number 87, H, carries 0.503; number 88, H, carries -0.312; number 89, H, carries 0.282; number 90, H, carries 0.398; number 91, H, carries 0.442; number 92, H, carries 0.845; number 93, H, carries 0.385; number 94, H, carries -0.115; number 95, H, carries 0.269; number 96, H, carries -0.139; number 97, H, carries 0.308; number 98, H, carries 0.401